[1]
Molecular formula: C4H34NO12
Method: DFT, wB97M-V/def2-TZVPD

relative energy (zero: lowest compared OMol25 entry of this formula, charge and spin) = 7.221 eV
total charge = +1
molecular weight = 288.311 u
orbital gap = 10.667 eV
E_HOMO = -0.4921 Ha

Bonds (Å) are listed after each position.
Element x y z (Å)
1 H -2.3341 0.5861 -1.6996  C30 1.103
2 O 0.3905 0.5109 -2.9289  H3 0.980, H8 1.059
3 H 1.2113 0.0619 -2.6377  O2 0.980
4 H 3.1366 -2.5510 1.1419  O41 1.063
5 H 3.3363 0.6142 0.2732  O45 0.994
6 H 1.2242 -3.6369 -0.1241  O10 1.006
7 H -2.2588 3.5987 0.3317  C27 1.138
8 H -0.3088 -0.2813 -2.9934  O2 1.059
9 H -0.2936 0.0001 -0.4218  C31 1.077
10 O 0.2777 -3.3391 -0.2917  H6 1.006, H21 0.957
11 H 0.3782 3.9826 1.2779  O12 0.941
12 O 0.0953 4.1243 0.3920  H11 0.941, H37 0.956
13 H -3.3036 -2.2999 -0.6064  C15 1.263
14 H -2.5072 -2.0179 -2.0696  C15 1.099
15 C -2.3492 -1.6088 -1.0615  H13 1.263, H14 1.099, C30 1.509, H36 1.101
16 O 0.4859 -2.3928 -3.4762  H29 0.950, H43 0.856
17 O -2.9795 0.4507 2.1697  H44 0.986, H50 0.911
18 O 0.7576 1.5696 2.5917  H34 1.026, H39 0.953
19 O -1.0640 2.6599 -2.5769  H38 0.997, H46 0.933
20 H 2.5054 -0.5158 0.3629  O45 0.983
21 H -0.2250 -4.1447 -0.4098  O10 0.957
22 H -0.4988 -0.7732 4.4806  O26 0.994
23 H -1.5165 -0.1897 1.1349  C31 1.135
24 H -3.2632 1.9194 -0.2766  C27 1.190
25 H 0.1649 -1.2896 3.3907  O26 1.046
26 O -0.8263 -1.0068 3.5713  H22 0.994, H25 1.046
27 C -2.3479 2.4669 0.2507  H7 1.138, H24 1.190, N33 1.299
28 H 3.0541 -0.3283 -3.5206  O32 0.974
29 H -0.0746 -2.3557 -2.7100  O16 0.950
30 C -2.3607 -0.1150 -0.8486  H1 1.103, C15 1.509, C31 1.545, H49 1.315
31 C -1.2011 0.2095 0.1200  H9 1.077, H23 1.135, C30 1.545, N33 1.605
32 O 2.7993 -0.7101 -2.6614  H28 0.974, H40 1.028
33 N -1.2457 1.7924 0.3795  C27 1.299, C31 1.605, H35 0.951
34 H 1.5039 1.0395 2.1287  O18 1.026
35 H -0.4788 2.3156 0.5879  N33 0.951
36 H -1.3308 -1.9458 -0.8125  C15 1.101
37 H 0.8672 4.2064 -0.1654  O12 0.956
38 H -0.4197 1.9120 -2.7157  O19 0.997
39 H 0.1322 0.9462 2.9491  O18 0.953
40 H 2.6091 -1.7048 -2.8387  O32 1.028
41 O 2.8384 -2.6174 0.1239  H4 1.063, H42 0.948
42 H 3.4655 -3.2906 -0.1027  O41 0.948
43 H 0.0323 -2.1028 -4.1413  O16 0.856
44 H -3.1406 -0.3701 2.6913  O17 0.986
45 O 2.8985 0.1111 1.0105  H5 0.994, H20 0.983
46 H -1.1767 3.2895 -3.2564  O19 0.933
47 H 2.2110 -0.7099 3.9612  O48 1.001
48 O 1.7149 -0.9618 3.1291  H47 1.001, H51 1.046
49 H -3.4343 0.0887 -0.1164  C30 1.315
50 H -2.3978 0.9653 2.6461  O17 0.911
51 H 2.2986 -0.4695 2.4149  O48 1.046

---

[2]
Molecular formula: C4H35N2O12
Method: DFT, wB97M-V/def2-TZVPD

relative energy (zero: lowest compared OMol25 entry of this formula, charge and spin) = 7.497 eV
total charge = +1
molecular weight = 303.326 u
orbital gap = 9.867 eV
E_HOMO = -0.4515 Ha

Bonds (Å) are listed after each position.
Element x y z (Å)
1 H 0.2608 3.0061 0.3125  O48 0.997
2 O 2.8094 2.9120 -0.0094  H5 1.040, H6 0.945
3 O 1.3355 -0.7040 2.2858  H14 0.954, H40 0.921
4 O -0.8818 4.1629 0.0346  H43 0.974, H50 0.973
5 H 3.3698 3.4289 0.6983  O2 1.040
6 H 2.4665 3.6423 -0.5005  O2 0.945
7 H 1.2714 1.9759 -0.1748  O48 1.018
8 C -2.1487 -0.1987 1.2884  O17 1.393, H24 1.115, C28 1.502, H44 1.161
9 H 0.1470 -2.0226 -0.4562  N47 1.082
10 H -2.2763 -3.6057 -1.3282  C39 1.107
11 H -1.2072 2.9594 -3.6545  O23 1.003
12 H -1.2139 -2.7996 -3.4324  N29 1.072
13 H 4.6379 0.9782 2.1454  O53 0.898
14 H 1.9027 -0.1453 1.7605  O3 0.954
15 O -1.9479 -4.0961 1.2259  H42 1.013, H51 1.069
16 H -0.5357 1.1759 1.0203  O17 1.119
17 O -1.0969 0.5730 1.7771  C8 1.393, H16 1.119
18 H 3.9935 -1.0783 0.9015  O32 0.864
19 H 5.0196 2.0827 1.0463  O53 0.891
20 O 2.5647 -2.6112 1.5228  H22 1.007, H27 0.918
21 H -3.1592 -2.6662 -2.3335  C39 1.017
22 H 2.3874 -2.7136 0.5373  O20 1.007
23 O -0.5284 2.3594 -4.0844  H11 1.003, H45 0.893
24 H -3.0377 0.4695 1.2139  C8 1.115
25 H 2.8285 1.1320 -0.1350  O37 1.059
26 C -2.6901 -1.4084 -0.7052  C28 1.461, H31 1.119, C39 1.615, H41 1.086
27 H 1.6888 -2.4961 1.7742  O20 0.918
28 C -1.5797 -0.8421 0.0561  C8 1.502, C26 1.461, N47 1.562, H52 1.151
29 N -1.0424 -2.3876 -2.4582  H12 1.072, H33 1.061, C39 1.481
30 H 3.7597 -1.3209 2.5306  O32 0.991
31 H -3.2026 -0.7424 -1.4449  C26 1.119
32 O 3.8735 -0.7846 1.7055  H18 0.864, H30 0.991
33 H -0.7967 -1.3838 -2.6977  N29 1.061
34 H -0.6697 -2.7664 0.9748  N47 1.193
35 O -3.2510 2.9899 -1.4061  H36 0.879, H38 0.929
36 H -3.6462 3.7029 -1.7355  O35 0.879
37 O 2.3250 0.2377 -0.3958  H25 1.059, H46 0.881
38 H -3.5589 2.1304 -1.5766  O35 0.929
39 C -2.3287 -2.5847 -1.7515  H10 1.107, H21 1.017, C26 1.615, N29 1.481
40 H 0.8261 -0.2123 2.8745  O3 0.921
41 H -3.4721 -1.6798 -0.0018  C26 1.086
42 H -1.9159 -4.0940 2.2387  O15 1.013
43 H -1.1455 4.3124 0.9597  O4 0.974
44 H -2.4726 -0.9418 2.1196  C8 1.161
45 H -0.7200 2.4118 -4.9546  O23 0.893
46 H 2.7988 0.0811 -1.1223  O37 0.881
47 N -0.3626 -1.7372 0.4544  H9 1.082, C28 1.562, H34 1.193, H49 1.125
48 O 0.3094 2.0226 0.1559  H1 0.997, H7 1.018
49 H 0.3574 -1.1579 1.0959  N47 1.125
50 H -1.7069 3.9018 -0.4104  O4 0.973
51 H -1.7015 -5.1220 1.0524  O15 1.069
52 H -1.1106 -0.0479 -0.6330  C28 1.151
53 O 4.4739 1.7021 1.6394  H13 0.898, H19 0.891